ORCA calculation (wB97M-V/def2-TZVPD) on one molecule with the formula C8H9P in a non-equilibrium geometry.

Summary:
**Lowest unoccupied orbital energy (spin up / spin down)**: -0.90 / -0.90 eV
**SMILES string**: C=C/C=C1\C#P(C)C=C1
**HOMO (spin up / spin down)**: -0.296 / -0.295 Ha
**E**: -17725.062 eV
**Frontier orbital gap (spin up / spin down)**: 7.14 / 7.14 eV

Last column: natural (NBO) charge in e.
Cartesian coordinates (Å):
1 C 0.432 1.902 -0.740  -0.0742
2 C 1.482 -0.321 -0.813  -0.2084
3 C -0.507 2.784 -0.029  -0.2402
4 C 1.539 -1.471 -0.191  -0.5233
5 C 0.420 0.523 -0.514  -0.2697
6 C -0.667 -0.143 0.090  -0.2691
7 C -1.221 2.434 1.093  -0.2860
8 C -1.009 -3.034 0.217  -0.8207
9 P 0.092 -1.541 0.849  0.7412
10 H 1.337 2.235 -1.158  0.2014
11 H 2.374 0.159 -1.324  0.2026
12 H -0.629 3.696 -0.608  0.2114
13 H 2.372 -2.167 -0.319  0.2365
14 H -0.777 1.652 1.612  0.2100
15 H -1.913 3.107 1.547  0.2086
16 H -0.451 -3.921 0.473  0.2198
17 H -0.845 -2.945 -0.793  0.2159
18 H -2.029 -2.950 0.609  0.2444